No. 1
{"formula": "C21H30IN2O4RuSSi", "method": "the ωB97M-V functional and the def2-TZVPD basis", "multiplicity": 2, "total_charge": 0, "s2": 0.76, "energy_ev": -62826.1288, "e_lumo_ev": [-0.312, -0.443], "homo_lumo_gap_ev": [7.77, 7.66], "de_lowest_kj_mol": 94.13, "homo_ha": [-0.297, -0.298], "elements": ["Ru", "C", "Si", "C", "N", "C", "C", "C", "C", "C", "C", "C", "C", "C", "C", "C", "C", "C", "C", "C", "C", "C", "H", "H", "H", "H", "H", "H", "H", "H", "H", "H", "H", "H", "H", "H", "H", "H", "H", "H", "H", "H", "H", "H", "H", "H", "C", "S", "C", "O", "H", "H", "H", "H", "H", "H", "O", "N", "O", "O", "I"], "xyz": [[-1.377136, -1.451511, -0.212206], [0.459813, -1.202541, -1.075013], [1.286122, 0.304236, -0.358981], [0.485736, 1.993731, -0.797952], [-0.885234, 2.124531, -1.281875], [-1.094943, 1.767085, -2.681376], [-2.372504, 2.445960, -3.201863], [-3.332854, 2.762077, -2.050339], [-3.282083, 1.644747, -1.012897], [-1.861041, 1.512963, -0.451392], [3.031814, 0.431016, -1.054747], [3.221090, 0.309452, -2.435402], [4.480891, 0.422405, -3.002307], [5.584337, 0.662429, -2.193747], [5.419618, 0.787952, -0.823353], [4.153741, 0.672675, -0.261367], [1.464923, 0.099760, 1.503414], [0.994505, 1.012004, 2.446186], [1.191849, 0.812479, 3.807514], [1.880970, -0.306533, 4.251615], [2.357233, -1.231580, 3.329563], [2.139830, -1.032017, 1.974519], [1.120712, -2.065426, -0.975190], [0.273908, -1.060686, -2.145181], [1.138932, 2.431437, -1.557070], [0.606371, 2.643036, 0.077783], [-1.168965, 0.675071, -2.792709], [-0.227900, 2.094283, -3.254992], [-2.858067, 1.786379, -3.924375], [-2.117465, 3.366788, -3.728358], [-4.350441, 2.876482, -2.426174], [-3.052528, 3.706779, -1.582319], [-3.582523, 0.711126, -1.491233], [-3.986533, 1.817877, -0.199185], [-1.615618, 0.399746, -0.365969], [-1.768670, 1.870690, 0.575741], [2.370064, 0.115048, -3.081015], [4.605065, 0.320427, -4.073104], [6.569809, 0.750525, -2.633260], [6.277072, 0.977015, -0.189644], [4.040094, 0.774575, 0.811492], [0.457309, 1.897227, 2.126058], [0.815316, 1.535947, 4.520005], [2.051326, -0.456708, 5.310632], [2.899104, -2.106624, 3.668044], [2.508564, -1.770070, 1.268632], [-0.909753, -2.918017, 3.530056], [-2.057101, -1.659452, 3.013805], [-3.382312, -2.703413, 2.432896], [-1.459430, -0.973673, 1.781286], [-0.740007, -3.623644, 2.718127], [-1.335632, -3.402440, 4.409007], [0.009277, -2.399676, 3.794922], [-3.780841, -3.223749, 3.303746], [-2.996324, -3.408245, 1.695579], [-4.144917, -2.063896, 1.993509], [-4.249395, -2.084195, -2.557521], [-3.383829, -1.878150, -1.760911], [-3.560195, -1.836392, -0.508154], [-2.166520, -1.638153, -2.116881], [-0.794652, -4.019158, -0.086084]], "forces_ev_per_angstrom": [[0.2, -0.1, -0.2], [0.0, 0.2, 0.1], [0.1, 0.0, 0.0], [0.0, 0.1, 0.0], [0.0, -0.1, 0.0], [0.0, 0.0, 0.1], [0.0, 0.0, 0.0], [0.0, 0.0, 0.0], [0.0, 0.0, 0.0], [0.0, 0.0, 0.0], [0.0, 0.0, 0.0], [0.0, 0.0, 0.0], [0.0, 0.0, 0.0], [0.0, 0.0, 0.0], [0.0, 0.0, 0.0], [0.0, 0.0, 0.0], [0.0, 0.0, 0.0], [0.0, 0.0, 0.0], [0.0, 0.0, 0.0], [0.0, 0.0, 0.0], [0.0, 0.0, 0.0], [0.0, 0.0, 0.0], [0.0, 0.0, 0.0], [0.0, 0.0, 0.0], [0.0, 0.0, 0.0], [0.0, 0.0, 0.0], [0.0, 0.0, 0.0], [0.0, 0.0, 0.0], [0.0, 0.0, 0.0], [0.0, 0.0, 0.0], [0.0, 0.0, 0.0], [0.0, 0.0, 0.0], [0.0, 0.0, 0.0], [0.0, 0.0, 0.0], [0.0, 0.0, 0.0], [0.0, 0.0, 0.0], [0.0, 0.0, 0.0], [0.0, 0.0, 0.0], [0.0, 0.0, 0.0], [0.0, 0.0, 0.0], [0.0, 0.0, 0.0], [0.0, 0.0, 0.0], [0.0, 0.0, 0.0], [0.0, 0.0, 0.0], [0.0, 0.0, 0.0], [0.0, 0.0, 0.0], [0.1, 0.0, 0.0], [0.0, 0.0, 0.0], [0.0, 0.0, 0.0], [0.1, 0.0, 0.1], [0.0, 0.0, 0.0], [0.0, 0.0, 0.0], [0.0, 0.0, 0.0], [0.0, 0.0, 0.0], [0.0, 0.0, 0.0], [0.0, 0.0, 0.0], [0.0, 0.0, 0.0], [0.0, 0.1, -0.1], [-0.2, -0.1, 0.0], [-0.1, -0.1, 0.0], [-0.1, -0.1, 0.0]]}

No. 2
{"formula": "C24H34ClIN3O7P", "method": "the ωB97M-V functional and the def2-TZVPD basis", "total_charge": -2, "energy_ev": -74152.6591, "e_lumo_ev": 3.755, "homo_lumo_gap_ev": 5.23, "homo_ha": -0.054, "elements": ["C", "C", "O", "P", "C", "C", "N", "C", "C", "C", "O", "O", "C", "I", "C", "C", "C", "C", "C", "O", "Cl", "C", "O", "O", "O", "H", "H", "H", "H", "H", "H", "H", "H", "H", "H", "H", "H", "H", "H", "H", "H", "H", "H", "H", "H", "H", "H", "H", "H", "N", "C", "C", "C", "C", "C", "H", "H", "H", "H", "H", "N", "C", "C", "C", "C", "C", "H", "H", "H", "H", "H"], "xyz": [[1.342233, 2.771874, 1.450605], [1.635910, 1.529643, 0.471403], [1.070366, 0.395173, 1.070140], [0.674981, -0.952867, 0.051504], [2.177329, -0.821623, -1.155022], [3.587321, -0.957933, -0.522582], [4.291178, -2.011039, -0.759837], [1.433070, -2.334925, 1.179149], [1.910147, -1.820188, 2.581405], [2.040165, -3.109520, 3.518423], [3.204924, -1.199509, 2.601081], [-0.341079, -0.081394, -1.103807], [-1.623697, 0.273925, -0.653860], [-2.802032, 0.051714, -2.519891], [-1.841823, 1.812921, -0.334955], [-1.141214, 2.762498, -1.388608], [-1.932849, -0.781971, 0.545932], [-2.806212, -0.137818, 1.711984], [-3.014438, -1.152361, 2.872580], [-3.644917, -2.144115, 2.852380], [-2.172641, -0.750540, 4.475778], [-2.818766, -1.912734, -0.136630], [-4.073067, -1.857983, -0.017773], [-2.318393, -2.867940, -0.854086], [-0.704405, -1.118857, 1.143936], [0.679232, 2.488630, 2.303652], [0.812236, 3.573736, 0.870333], [2.310625, 3.237233, 1.796930], [1.253825, 1.839602, -0.529310], [2.765453, 1.509975, 0.386139], [0.263497, -2.096857, -0.736840], [2.038713, -1.697600, -1.849701], [2.099589, 0.074721, -1.840537], [4.086372, -0.170514, 0.125262], [3.785551, -2.657883, -1.373445], [2.163685, -2.984697, 0.637776], [0.554829, -3.004728, 1.401369], [1.146624, -1.178602, 3.099179], [1.016243, -3.459957, 3.821400], [2.559226, -2.804956, 4.476450], [2.645393, -3.920775, 3.043676], [3.138486, -0.236461, 2.678822], [-1.485201, 2.108544, 0.687343], [-2.946932, 2.006464, -0.424857], [-0.426073, 2.216037, -2.064332], [-0.531267, 3.535411, -0.849292], [-1.875013, 3.280296, -2.055795], [-3.757768, 0.258775, 1.274816], [-2.264028, 0.759239, 2.123363], [5.347376, 1.899512, 0.433918], [6.623978, 1.505326, 0.454203], [7.686577, 2.309277, 0.069971], [7.411296, 3.595638, -0.364664], [6.094976, 4.026663, -0.396871], [5.106451, 3.144433, 0.012188], [6.788015, 0.489353, 0.798497], [8.702098, 1.936785, 0.109796], [8.213956, 4.255280, -0.675100], [5.840146, 5.024171, -0.731089], [4.060899, 3.436599, 0.007953], [-6.477620, -1.391941, -4.152945], [-7.689670, -0.845899, -4.299647], [-8.726565, -1.014345, -3.397033], [-8.498105, -1.798892, -2.275452], [-7.252672, -2.377296, -2.101439], [-6.280026, -2.143732, -3.062536], [-7.820896, -0.243345, -5.193614], [-9.687853, -0.544544, -3.566481], [-9.284114, -1.956340, -1.545094], [-7.036064, -2.995102, -1.240254], [-5.287570, -2.571666, -2.965956]], "forces_ev_per_angstrom": [[0.2, 0.3, -0.8], [0.6, 2.0, 1.2], [0.7, 0.7, -1.5], [-0.3, -4.1, -0.1], [0.8, 0.7, -0.3], [-0.2, -0.6, -1.0], [0.2, 0.8, 0.4], [-0.2, 1.0, 1.1], [-0.2, -2.3, 0.8], [0.1, 0.9, 0.7], [0.1, 0.3, 0.0], [-0.9, 2.0, 1.2], [1.4, 0.0, 0.3], [-0.3, -0.1, -0.1], [0.0, 0.3, -0.7], [0.4, 0.0, -0.1], [-1.0, 0.5, 0.2], [0.7, 1.1, 0.1], [-0.5, 0.1, -1.5], [0.2, 0.2, 0.3], [0.1, 0.3, -0.2], [-0.7, -3.9, -1.9], [0.4, 1.5, 0.8], [0.7, 2.4, 1.8], [-1.5, 0.3, -1.6], [0.7, 0.1, -0.6], [0.3, -0.6, 0.5], [-1.0, -0.5, 0.0], [-0.1, -0.8, 0.6], [-1.0, -0.5, 0.0], [-0.1, 0.4, 0.3], [0.1, 0.7, 0.8], [0.2, -0.6, 0.9], [-1.0, -0.9, -0.8], [-0.1, 0.3, 0.2], [-0.1, 0.8, 0.6], [0.8, 0.8, -0.4], [0.6, -0.4, -0.9], [0.9, 0.1, -0.5], [-0.4, -0.3, -0.9], [-0.6, 0.6, 0.3], [-0.4, -0.4, -0.3], [-0.2, -0.6, -0.8], [1.0, -0.2, 0.5], [-0.8, 0.3, 0.8], [-0.6, -0.5, -0.5], [0.5, -0.4, 0.6], [0.5, -1.0, 0.6], [-0.3, -1.1, -0.3], [0.5, 0.5, -0.1], [-0.3, -0.2, 0.1], [0.0, 0.1, 0.0], [0.1, 0.1, 0.0], [0.1, 0.0, 0.0], [-0.2, -0.3, 0.1], [0.0, 0.0, 0.0], [0.0, 0.0, 0.0], [0.0, 0.0, 0.0], [0.0, 0.0, 0.0], [0.0, 0.0, 0.0], [-0.5, -0.1, 0.2], [0.3, -0.1, 0.0], [0.0, 0.0, 0.0], [0.0, -0.1, 0.1], [-0.2, 0.0, 0.0], [0.4, 0.1, -0.4], [-0.1, 0.0, 0.0], [0.0, 0.0, 0.0], [0.0, 0.0, 0.0], [0.2, 0.1, 0.0], [0.0, 0.1, 0.2]]}

No. 3
{"formula": "C15H16F6MoN3O7S4Te", "method": "the ωB97M-V functional and the def2-TZVPD basis", "multiplicity": 3, "total_charge": 1, "s2": 2.01, "energy_ev": -103405.5735, "e_lumo_ev": [-3.817, -3.841], "homo_lumo_gap_ev": [7.81, 7.81], "de_lowest_kj_mol": 58.07, "homo_ha": [-0.427, -0.428], "elements": ["Mo", "F", "C", "F", "F", "S", "O", "O", "N", "S", "O", "O", "C", "F", "F", "F", "Te", "C", "C", "C", "C", "S", "H", "H", "H", "O", "S", "C", "C", "C", "C", "H", "H", "H", "H", "H", "H", "H", "H", "C", "N", "C", "C", "C", "O", "N", "C", "O", "H", "H", "H", "H", "H"], "xyz": [[1.660214, -1.414797, -0.872215], [-2.391546, -5.114450, -0.292224], [-1.924157, -3.913561, -0.568279], [-2.857709, -3.191951, -1.187829], [-1.574086, -3.293376, 0.553525], [-0.475405, -4.046600, -1.701651], [-0.012741, -2.654312, -1.801179], [-0.960367, -4.657557, -2.881306], [0.569548, -4.920255, -0.914750], [1.742114, -4.129834, -0.264126], [2.601285, -3.425769, -1.239679], [1.324160, -3.135877, 0.734861], [2.688131, -5.493957, 0.572366], [3.759953, -4.968593, 1.112279], [1.897202, -6.002719, 1.497877], [2.999970, -6.393903, -0.331473], [-1.722066, 0.211395, -1.998382], [-3.624179, 0.755853, -1.418281], [-4.227312, 0.431905, -0.225463], [-5.563548, 0.886257, -0.150799], [-5.952134, 1.540564, -1.286258], [-4.707458, 1.616214, -2.441084], [-3.729696, -0.129924, 0.553348], [-6.215135, 0.723057, 0.694450], [-6.918441, 1.971753, -1.496636], [1.218231, -0.229452, -1.936971], [-0.631628, 2.262947, -1.235016], [-1.645520, 3.643672, -1.878730], [-1.971315, 4.547405, -0.673527], [-1.212190, 4.045787, 0.562946], [-1.156766, 2.527722, 0.477775], [-2.541735, 3.230778, -2.335555], [-1.050004, 4.130575, -2.647404], [-3.045452, 4.518662, -0.493387], [-1.706024, 5.578899, -0.896053], [-1.705107, 4.350098, 1.485614], [-0.199752, 4.453585, 0.583524], [-2.140133, 2.074842, 0.609232], [-0.416864, 2.046854, 1.114690], [2.859063, 2.551970, 2.299153], [3.399806, 1.323445, 1.732756], [4.683028, 0.902985, 2.021442], [5.175514, -0.255530, 1.570040], [4.350694, -1.118159, 0.734764], [4.698131, -2.192935, 0.292294], [3.070456, -0.614097, 0.448316], [2.572670, 0.528901, 0.987181], [1.389937, 0.842177, 0.773003], [3.684987, 3.162587, 2.653523], [2.184677, 2.338247, 3.128035], [2.314692, 3.096980, 1.532128], [5.256227, 1.578820, 2.640523], [6.177779, -0.577326, 1.802613]], "forces_ev_per_angstrom": [[0.5, 0.0, 0.3], [0.0, 0.0, 0.0], [0.0, 0.0, 0.0], [0.0, 0.0, 0.0], [0.0, 0.0, 0.0], [-0.4, 0.0, -0.3], [0.0, 0.3, 0.0], [0.1, 0.0, 0.0], [0.3, -0.2, 0.2], [0.0, 0.1, -0.1], [-0.2, -0.1, 0.1], [0.0, 0.1, -0.1], [-0.1, 0.1, 0.0], [0.1, 0.0, 0.0], [0.0, -0.1, 0.0], [0.0, -0.1, 0.0], [-0.1, 0.0, 0.0], [0.0, 0.1, 0.0], [0.0, 0.0, 0.0], [0.0, 0.0, 0.0], [0.0, 0.1, 0.0], [-0.1, -0.1, 0.0], [0.0, 0.0, 0.0], [0.0, 0.0, 0.0], [0.0, 0.0, 0.0], [0.0, 0.0, -0.2], [0.0, 0.0, 0.0], [0.0, 0.0, 0.0], [0.0, 0.0, 0.0], [0.0, 0.0, 0.0], [0.0, 0.0, 0.1], [0.0, 0.0, 0.0], [0.0, 0.0, 0.0], [0.0, 0.0, 0.0], [0.0, 0.0, 0.0], [0.0, 0.0, 0.0], [0.0, 0.0, 0.0], [0.0, 0.0, 0.0], [0.0, 0.0, 0.0], [0.0, 0.0, 0.0], [0.0, -0.1, 0.1], [0.0, -0.1, -0.1], [0.0, 0.0, 0.0], [0.1, 0.0, -0.1], [-0.1, 0.1, 0.0], [0.0, -0.2, -0.2], [-0.1, 0.1, 0.0], [0.1, -0.1, 0.0], [0.0, 0.0, 0.0], [0.0, 0.0, 0.0], [0.0, 0.0, 0.0], [0.0, 0.0, 0.0], [0.0, 0.0, 0.0]]}

No. 4
{"formula": "C7H8N4", "method": "the ωB97M-V functional and the def2-TZVPD basis", "total_charge": 0, "energy_ev": -13345.8062, "e_lumo_ev": 0.762, "homo_lumo_gap_ev": 8.88, "de_lowest_kj_mol": 325.23, "smiles": "Nc1ccc(N)c2[nH]ncc12", "homo_ha": -0.298, "elements": ["C", "C", "C", "C", "C", "C", "C", "H", "H", "H", "H", "H", "H", "H", "H", "N", "N", "N", "N"], "xyz": [[0.899811, 0.739212, 0.949576], [-0.352164, 1.369132, 1.066992], [-1.602966, 0.847628, 0.465239], [-1.502405, -0.264529, -0.265235], [-0.172447, -0.614419, -0.558919], [2.201300, -0.950750, -0.605420], [1.103112, -0.364841, 0.058020], [2.630459, 2.153268, 1.269133], [1.909468, 1.404149, 2.564840], [-0.499898, 2.227527, 1.783795], [-2.517539, 1.128697, 0.833556], [-3.213145, -1.767025, -0.843221], [-3.331490, -0.110541, -1.296973], [-0.287518, -1.914199, -2.519738], [3.237315, -0.960262, -0.351728], [2.101700, 1.233845, 1.621418], [-2.524787, -0.811987, -1.135110], [0.303187, -1.581834, -1.557979], [1.618005, -1.763070, -1.478243]], "forces_ev_per_angstrom": [[0.8, 1.6, -0.1], [-1.0, -0.3, 0.7], [3.8, 0.3, 2.0], [0.0, -0.9, -2.4], [3.8, -4.6, -2.6], [-3.3, -1.5, 0.2], [-3.4, 4.1, 1.4], [-2.1, -2.8, 0.5], [-0.3, 0.3, 1.6], [0.5, -1.0, -0.9], [-2.1, 1.3, 0.6], [3.3, 3.4, -0.4], [2.1, -1.2, 0.5], [2.4, 1.1, 4.0], [0.3, -0.1, -0.1], [1.3, 1.8, -1.9], [-4.5, -1.7, 0.4], [-3.0, 0.3, -1.3], [1.1, -0.2, -2.1]]}